Record 1
ORCA calculation (wB97M-V/def2-TZVPD) on C8H20ClLiO7 as an isolated structure at a distorted geometry.

As for the HOMO energy: -9.306 eV. Its LUMO energy is -0.07 eV. For the total energy, the calculation gives -1311.0102 Ha. The value obtained for the strongest force on any atom is 1.646 eV/A.

Structure (XYZ):
```
37
C8H20ClLiO7 | OMol25 | wB97M-V/def2-TZVPD
Li -0.789 -0.322 0.647
Cl -3.426 -1.376 0.317
O -3.967 -1.694 -0.986
O -4.358 -1.689 1.338
O -2.197 -2.103 0.530
O -3.051 0.012 0.359
C 2.371 -2.184 -1.119
C 2.910 -1.189 -0.089
C 1.923 -1.311 1.101
O 0.700 -1.585 0.430
C 0.927 -2.504 -0.653
H 2.949 -3.109 -1.088
H 2.400 -1.775 -2.126
H 2.891 -0.176 -0.488
H 3.942 -1.433 0.175
H 1.888 -0.347 1.602
H 2.124 -2.143 1.781
H 0.179 -2.276 -1.406
H 0.774 -3.507 -0.259
C -0.814 3.063 1.800
C -0.194 2.075 2.763
O -0.442 0.740 2.302
H -0.705 4.062 2.234
H -1.876 2.884 1.662
H -0.271 3.114 0.858
H -0.732 2.165 3.712
H 0.866 2.271 2.935
H -0.157 0.083 2.946
C -0.674 1.624 -3.075
C -0.418 0.501 -2.094
O -0.194 1.012 -0.759
H -1.590 2.146 -2.800
H -0.841 1.187 -4.066
H 0.174 2.295 -3.212
H 0.498 -0.037 -2.379
H -1.215 -0.240 -2.046
H 0.393 1.767 -0.845
```

Record 2
ORCA calculation (wB97M-V/def2-TZVPD) on CH4CsN2O as an isolated structure at a distorted geometry.

As for the HOMO energy (alpha / beta): -20.681 / -20.621 eV. The net charge is +2. Its LUMO energy (alpha / beta) is -7.77 / -13.19 eV. The spin multiplicity is 2. For the total energy, the calculation gives -244.7105 Ha. The value obtained for the strongest force on any atom is 3.796 eV/A.

Structure (XYZ):
```
9
CH4CsN2O | OMol25 | wB97M-V/def2-TZVPD
Cs -0.540 1.004 3.094
C -0.340 -0.329 -0.741
O -1.217 -0.592 -1.545
N -0.330 0.817 -0.101
N 0.631 -1.064 -0.289
H 0.544 1.112 0.311
H -1.029 1.546 -0.129
H 1.411 -0.518 0.047
H 0.870 -1.977 -0.649
```

- Number 1 is which compound?
  C8H20ClLiO7

- What is the strongest force on any atom in the second record?
  3.796 eV/A

- What is the formula in the first record?
  C8H20ClLiO7